The following is a quantum chemistry calculation of 2 unconnected molecules or ions with the total composition CH7OS2, from OMol25.

Positions of all 11 atoms, in Å:
1 S -1.65171 -1.34656 0.67689
2 S -0.40880 -2.36513 -0.70680
3 O 2.17555 1.20752 -1.72250
4 C -0.79835 -0.06817 1.56126
5 H 2.42291 2.07124 -1.32215
6 H 0.15435 -1.44174 -1.35835
7 H -2.44239 -0.42100 0.19509
8 H -1.09588 -0.04313 2.62577
9 H 2.45426 1.24080 -2.55557
10 H -1.10026 0.98153 1.17662
11 H 0.29033 0.18463 1.42975

Atomic forces in eV per Å
1.4078 -0.8997 0.4075
-1.9422 -1.6026 1.8564
-1.7246 0.6784 5.9830
1.1013 4.1178 0.4251
-0.2274 -0.9646 -0.4698
1.0141 2.4168 -1.1612
-0.7762 0.1242 -1.5216
0.3290 -0.5902 -0.5094
1.8638 0.2181 -5.4748
-0.3682 -1.8101 0.2975
-0.6774 -1.6881 0.1672

**Highest occupied orbital energy**: -14.8 eV
**Net charge**: +1
**ΔE to the lowest compared entry with this formula, charge and spin**: 1.530 eV
**Frontier orbital gap**: 9.2893 eV
**E_LUMO**: -5.5 eV

Partial atomic charges computed with the Mulliken method, in multiples of e: S 0.196; S 0.022; O -0.603; C -0.800; H 0.332; H 0.233; H 0.289; H 0.367; H 0.282; H 0.332; H 0.351